1.
DFT (wB97M-V/def2-TZVPD) results for a molecular structure, C13H12N4O3S.

Structure (ORCA input):
```
! RIJCOSX wB97M-V def2-TZVPD def2/J DEFGRID3
* xyz 0 1
O -2.4222 0.9966 -0.2179
C -1.6903 -0.0294 -0.0009
N -2.1157 -1.2523 0.4126
C -1.6814 -2.3408 0.7286
N -2.5705 -3.3089 0.9694
N -1.8248 -4.2858 1.4566
C -0.5931 -4.1441 1.4226
C 0.4829 -5.3965 1.4602
C 1.8535 -5.0639 2.0527
C 1.6487 -5.5822 0.7450
H 2.0756 -4.7922 -0.0251
H 2.1142 -6.4951 0.3833
H 1.8937 -4.0843 2.2179
H 2.2825 -5.7830 2.9488
H -0.0692 -6.2953 1.7911
S 0.0381 -2.5940 0.8301
H -3.3700 -1.0879 0.4911
C -0.2017 0.2688 -0.0707
C 0.3685 1.4574 -0.5554
C 0.9077 2.5013 0.4958
C 1.2314 3.7432 -0.0765
C 1.0860 4.3010 -1.1529
C 0.4974 3.3227 -2.1453
C 0.0831 2.1389 -1.6789
H -0.2542 1.2872 -2.7604
H 0.2183 3.5919 -3.1906
N 1.1790 5.4969 -1.6790
O 1.3144 5.7596 -2.8162
O 1.8381 6.3092 -0.7396
H 1.6394 4.3952 0.8004
H 1.1533 2.0694 1.3634
H 0.2681 -0.0671 0.7028
H 0.2264 -0.5529 -0.8411
*
```

Calculated values
LUMO = -1.8 eV
Kohn-Sham gap = 7.31 eV

***

2.
DFT (wB97M-V/def2-TZVPD) results for a molecular structure, C13H13BrMnN5S.

Structure (ORCA input):
```
! RIJCOSX wB97M-V def2-TZVPD def2/J DEFGRID3
* xyz 2 5
Mn 0.3769 -0.5322 -0.7902
N 0.6351 -3.2081 -4.1213
C 0.6902 -2.2015 -3.2595
S -0.5270 -2.2218 -1.9667
N 1.6029 -1.2732 -3.4088
N 1.4703 -0.3317 -2.4318
C 2.1377 0.7622 -2.4973
C 1.8788 1.7809 -1.4714
C 2.5082 3.0024 -1.4541
C 2.1533 3.9200 -0.4664
C 1.1833 3.5817 0.4604
C 0.5977 2.3279 0.3866
N 0.9323 1.4475 -0.5584
H -0.0476 -3.9411 -4.0372
H 1.2816 -3.2333 -4.8955
H 2.8239 0.9231 -3.3222
H 3.2555 3.2389 -2.1995
H 2.6328 4.8894 -0.4301
H 0.8773 4.2710 1.2343
H -0.1595 2.0192 1.0955
C -3.9645 -0.7351 2.8010
C -2.5101 -0.9452 2.4815
C -1.6035 -1.4506 3.4108
C -0.2652 -1.6563 3.0867
C 0.1064 -1.3311 1.8095
Br 1.8717 -1.5513 1.1473
N -0.7298 -0.8364 0.8925
C -2.0205 -0.6500 1.2192
H -4.1723 -0.9698 3.8421
H -4.5909 -1.3750 2.1789
H -4.2580 0.2989 2.6202
H -1.9459 -1.6960 4.4091
H 0.4444 -2.0561 3.7969
H -2.6654 -0.2671 0.4379
*
```

Calculated values
LUMO (alpha / beta) = -8.6 / -7.9 eV
Kohn-Sham gap (alpha / beta) = 6.60 / 7.33 eV

***

3.
DFT (wB97M-V/def2-TZVPD) results for a molecular structure, C13H13BrN4OPdSe2Te2.

Structure (ORCA input):
```
! RIJCOSX wB97M-V def2-TZVPD def2/J DEFGRID3
* xyz 2 1
Pd 0.9019 -0.2266 -0.1329
Se 3.0733 -0.4382 -1.3129
Te 4.7430 -0.9948 0.3146
Te 3.7083 -0.5618 2.7966
Se 1.4397 -0.0140 2.4498
N -2.5989 4.6609 -1.7641
C -1.5795 4.2697 -1.4113
C -0.3339 3.7462 -0.9261
C 0.7136 4.5668 -0.5208
C 1.8708 3.9717 -0.0457
C 1.9410 2.5948 0.0289
N 0.9239 1.8082 -0.3559
C -0.1876 2.3694 -0.8381
H 0.6197 5.6427 -0.5816
H 2.7147 4.5683 0.2694
H 2.8251 2.0963 0.3986
H -0.9696 1.7063 -1.1760
C -3.6483 -0.2655 0.3432
C -2.2685 0.1838 0.7082
N -2.1492 1.1516 1.6187
O -1.2799 -0.3265 0.1457
H -4.3937 0.0281 1.0783
H -3.6510 -1.3459 0.2213
H -3.9106 0.1806 -0.6181
H -2.9587 1.5315 2.0818
H -1.2425 1.4884 1.8990
Br 0.1288 -6.7707 -0.8270
C 0.3741 -4.9417 -0.5758
C 0.0681 -4.0434 -1.5910
C 0.2700 -2.6998 -1.3661
N 0.7506 -2.2317 -0.2040
C 1.0345 -3.0961 0.7783
C 0.8622 -4.4554 0.6311
H -0.3198 -4.3806 -2.5412
H 0.0372 -1.9699 -2.1299
H 1.3934 -2.6808 1.7072
H 1.0978 -5.1219 1.4481
*
```

Calculated values
LUMO (alpha / beta) = -9.5 / -9.5 eV
Kohn-Sham gap (alpha / beta) = 4.92 / 4.92 eV

***

4.
DFT (wB97M-V/def2-TZVPD) results for a single C13H13Cl molecule.

Structure (ORCA input):
```
! RIJCOSX wB97M-V def2-TZVPD def2/J DEFGRID3
* xyz 0 1
C -3.8907 -0.9873 0.0388
C -3.4688 0.0529 -0.7416
C -2.9290 -1.7359 0.6521
C -2.1937 0.5569 -0.6814
C -1.5435 -1.3523 0.6112
C -1.1566 -0.1706 -0.0361
C 2.6366 1.5425 0.3096
C 2.1055 1.3217 -1.2079
C 2.6264 0.2418 1.1526
C 0.7383 0.8477 -1.1854
C 1.2383 -0.3785 0.9448
C 0.2790 0.1617 -0.1457
C 1.7030 -1.8762 0.9476
Cl 1.4057 -2.4285 -0.6182
H -4.8434 -1.4221 -0.1169
H -4.1678 0.8133 -1.2219
H -3.1916 -2.6038 1.2611
H -1.9202 1.3185 -1.3485
H -0.9921 -1.9030 1.3599
H 3.6416 1.9099 0.2012
H 1.9856 2.2667 0.7129
H 2.2353 2.1953 -1.7940
H 2.8636 0.7490 -1.7916
H 3.3199 -0.5174 0.8316
H 2.8175 0.4105 2.1767
H 0.1676 1.1007 -2.0311
H 0.5335 -0.1133 1.7201
*
```

Calculated values
LUMO = -0.2 eV
Kohn-Sham gap = 8.30 eV

***

5.
DFT (wB97M-V/def2-TZVPD) results for 2 unconnected molecules or ions with the total composition C13H13NS.

Structure (ORCA input):
```
! RIJCOSX wB97M-V def2-TZVPD def2/J DEFGRID3
* xyz 0 3
C 0.9136 -2.7842 1.4026
C 1.2547 -0.2504 -2.7773
C 2.0940 -1.3029 -2.9531
C 0.7098 0.0109 -1.4059
C 1.2102 -1.1651 -0.6039
C -0.5947 2.2470 1.1365
C -2.2330 -0.6902 0.8719
C 0.1720 1.4309 0.3959
C 0.7297 -1.7085 0.5276
C 0.1360 1.1740 -1.0156
C -1.2275 -1.0204 1.6156
C -0.3358 2.1342 -2.1075
C -0.8291 -0.9874 3.0337
N 0.8426 -3.4707 2.3410
S 2.3101 -2.2072 -1.4959
H 1.1182 0.5256 -3.6225
H 2.7667 -1.4247 -3.7714
H -0.1856 2.4738 2.2368
H -1.3755 2.8616 0.8134
H -3.1517 -0.5609 1.2740
H -2.0605 -0.5905 -0.2257
H 0.9790 1.1736 1.0134
H -0.8231 1.5144 -2.8403
H 0.6441 2.4651 -2.6477
H -0.9280 2.9458 -1.5815
H -1.6912 -0.9978 3.8512
H -0.2834 0.0342 3.1602
H -0.1614 -1.8304 3.3745
*
```

Calculated values
LUMO (alpha / beta) = 0.1 / -2.4 eV
Kohn-Sham gap (alpha / beta) = 6.00 / 6.34 eV

***

6.
DFT (wB97M-V/def2-TZVPD) results for a molecular structure, C13H14BeN2.

Structure (ORCA input):
```
! RIJCOSX wB97M-V def2-TZVPD def2/J DEFGRID3
* xyz 0 1
Be 0.5133 -0.2461 -0.3143
C 0.2576 1.4577 -4.3641
H 1.3449 1.7389 -4.3935
H 0.1207 0.3752 -4.3291
H -0.2737 1.7988 -3.4377
H -1.3041 1.7706 -4.6800
H -1.8388 1.9392 -5.2808
C -0.8335 3.7840 2.2946
C -0.7568 3.4617 0.9200
C -0.4692 2.1410 0.5660
C -0.2888 1.1619 1.5852
C -0.4754 1.4697 2.9441
C -0.7104 2.8001 3.3159
N 0.2595 -0.0458 1.2279
N 0.3607 -1.1266 1.9738
C 0.6145 -2.2128 1.1057
C 0.7017 -3.5205 1.6421
C 0.8216 -4.5829 0.7357
C 0.8209 -4.3806 -0.6535
C 0.7690 -3.0560 -1.1426
C 0.6703 -1.9930 -0.2725
H -1.0017 4.8278 2.5776
H -0.9420 4.2249 0.1332
H -0.4041 1.8310 -0.4834
H -0.3717 0.6290 3.6387
H -0.8080 3.0515 4.3896
H 0.6753 -3.6195 2.7360
H 0.9118 -5.5882 1.1315
H 0.8494 -5.2324 -1.3556
H 0.7871 -2.8586 -2.2105
*
```

Calculated values
LUMO (alpha / beta) = -0.9 / -1.3 eV
Kohn-Sham gap (alpha / beta) = 7.16 / 5.55 eV

***

7.
DFT (wB97M-V/def2-TZVPD) results for a single C13H14ClN5O3S molecule.

Structure (ORCA input):
```
! RIJCOSX wB97M-V def2-TZVPD def2/J DEFGRID3
* xyz 0 1
C -4.2081 -1.4402 -1.8619
N -3.6308 -1.0848 -0.5995
C -3.1735 -1.8928 0.3952
N -2.6347 -1.1943 1.3469
N -2.7143 0.1009 1.0048
C -3.3060 0.1610 -0.1587
S -3.5954 1.6078 -1.0807
C -2.8332 2.8199 0.0441
C -1.5270 2.3358 0.6519
O -1.1922 2.6148 1.7753
N -0.7011 1.6778 -0.2221
N 0.2027 0.7571 0.3181
C 0.0785 -0.5371 -0.0565
O -0.5696 -0.8790 -1.0289
C 0.8577 -1.5113 0.8156
O 1.9212 -0.9272 1.5244
C 3.0241 -0.5200 0.8274
C 3.1479 -0.5534 -0.5566
C 4.3175 -0.1187 -1.1576
C 5.3604 0.3524 -0.3807
Cl 6.8180 0.8932 -1.1374
C 5.2455 0.3970 1.0012
C 4.0821 -0.0384 1.5990
H -4.6360 -2.4386 -1.7927
H -3.4393 -1.4286 -2.6377
H -4.9862 -0.7222 -2.1230
H -3.2542 -2.9592 0.3821
H -3.5267 3.0413 0.8550
H -2.6724 3.7164 -0.5561
H -1.0902 1.3112 -1.0890
H 0.5042 1.0000 1.2561
H 0.1581 -1.8755 1.5774
H 1.1858 -2.3628 0.2064
H 2.3442 -0.9075 -1.1821
H 4.4129 -0.1461 -2.2315
H 6.0615 0.7680 1.6006
H 3.9683 -0.0165 2.6709
*
```

Calculated values
LUMO = 0.4 eV
Kohn-Sham gap = 9.03 eV

***

8.
DFT (wB97M-V/def2-TZVPD) results for a single C13H14F3N3O2 molecule.

Structure (ORCA input):
```
! RIJCOSX wB97M-V def2-TZVPD def2/J DEFGRID3
* xyz 0 1
F -4.8187 -2.1228 -0.2372
C -3.6578 -1.6219 0.2003
F -3.6373 -1.8150 1.5331
F -2.6887 -2.4141 -0.2993
C -3.4476 -0.1803 -0.1658
C -4.3900 0.5164 -0.9013
C -4.1386 1.8445 -1.2133
C -2.9734 2.4523 -0.7997
C -2.0209 1.7454 -0.0582
O -0.9226 2.4543 0.3037
C 0.1186 1.8346 1.0259
C 1.0321 0.9919 0.1147
O 2.1272 0.4613 0.8239
C 3.2472 1.3076 0.9537
C 4.1758 1.2423 -0.2727
N 4.7946 -0.0466 -0.3804
C 4.2729 -1.2206 -0.7800
N 5.1689 -2.1712 -0.6731
C 6.2481 -1.5286 -0.1859
N 6.0605 -0.2450 0.0070
C -2.2650 0.4149 0.2598
H -5.2984 0.0332 -1.2225
H -4.8618 2.4051 -1.7844
H -2.7685 3.4847 -1.0341
H 0.6894 2.6637 1.4541
H -0.2633 1.2206 1.8483
H 1.3531 1.6119 -0.7322
H 0.4814 0.1323 -0.2769
H 3.7896 0.9472 1.8316
H 2.9475 2.3481 1.1224
H 4.9745 1.9783 -0.1656
H 3.6094 1.4454 -1.1864
H 3.2691 -1.3394 -1.1305
H 7.1774 -2.0171 0.0217
H -1.5665 -0.1747 0.8319
*
```

Calculated values
LUMO = 0.6 eV
Kohn-Sham gap = 9.76 eV

***

9.
DFT (wB97M-V/def2-TZVPD) results for a single C13H14F3NO molecule.

Structure (ORCA input):
```
! RIJCOSX wB97M-V def2-TZVPD def2/J DEFGRID3
* xyz 0 1
C -1.3613 -0.7651 -0.2237
N -0.1830 -0.5596 0.6590
C 0.9949 -1.4127 0.2427
C 2.0952 -0.5497 -0.3628
C 3.0743 0.0126 0.4787
C 3.9901 0.8838 -0.0463
F 4.7974 1.5782 0.8555
C 4.1832 0.9671 -1.4149
C 3.2776 0.4200 -2.2910
F 3.4481 0.6067 -3.6824
C 2.1056 -0.2962 -1.7756
F 1.0581 -0.7788 -2.5683
C -0.2185 0.1020 1.8173
O 0.5907 -0.2418 2.6992
C -1.1164 1.3502 2.0337
C -2.3216 1.0419 2.8385
C -0.4014 2.6479 2.3573
C -1.1982 2.5215 1.0289
H -2.1627 -0.1564 0.2046
H -1.4906 -1.8416 -0.3979
H -1.1395 -0.3274 -1.2426
H 0.5077 -2.0989 -0.5234
H 1.3800 -2.0210 1.0470
H 3.0039 -0.1742 1.5755
H 4.8836 1.6194 -1.8815
H -2.2273 0.3588 3.6573
H -2.8833 1.8970 3.2724
H -2.9413 0.5054 2.1511
H -0.7554 3.4360 3.0029
H 0.7613 2.6935 2.3511
H -2.2216 2.9336 0.9893
H -0.5960 2.5816 0.0822
*
```

Calculated values
LUMO = 0.6 eV
Kohn-Sham gap = 9.93 eV

***

10.
DFT (wB97M-V/def2-TZVPD) results for a molecular structure, C13H14HfIN3.

Structure (ORCA input):
```
! RIJCOSX wB97M-V def2-TZVPD def2/J DEFGRID3
* xyz 2 1
C 1.3982 2.9949 1.3416
C 2.9770 1.0700 1.0097
H 1.8157 3.7226 0.6262
H 2.0061 2.9983 2.3961
H 0.2687 2.7238 1.6094
H 2.8900 0.3464 0.0719
H 3.7190 1.9505 0.7364
H 3.0100 0.7927 2.0736
C -2.2369 1.6128 0.2194
C -3.5355 1.3689 -0.1898
C -3.8373 0.1933 -0.9154
C -2.7827 -0.6920 -1.1364
H -1.9472 2.5103 0.7584
H -4.3273 2.0929 0.0436
H -4.8360 -0.0015 -1.2720
H -2.9795 -1.6405 -1.6986
N -1.2195 0.7583 -0.0295
C -1.5042 -0.4302 -0.6782
C -0.3812 -1.3725 -0.8010
N 0.8390 -0.9647 -0.3083
C 1.8698 -1.8492 -0.3248
C 0.5220 -3.5609 -1.3703
C 1.7399 -3.1295 -0.8274
H 2.7988 -1.4655 0.0857
H 2.6083 -3.8028 -0.7996
C -0.5417 -2.6494 -1.3431
H -1.5234 -2.9509 -1.7494
H 0.4080 -4.5527 -1.7883
Hf 1.0798 1.2481 0.3901
I 1.3232 2.3409 -2.0348
N -0.0136 -0.0702 3.4677
C 0.3925 0.4077 2.4373
*
```

Calculated values
LUMO (alpha / beta) = -12.1 / -12.1 eV
Kohn-Sham gap (alpha / beta) = 4.11 / 4.10 eV

***

11.
DFT (wB97M-V/def2-TZVPD) results for a molecular structure, C13H14HgN3O2S.

Structure (ORCA input):
```
! RIJCOSX wB97M-V def2-TZVPD def2/J DEFGRID3
* xyz -2 2
Hg -1.2817 5.0284 2.0673
C -1.0479 -1.3117 2.5025
C -0.3594 -1.8951 1.3031
C 0.9917 -1.9479 1.2485
C 1.6601 -2.5082 0.1807
C 0.9260 -2.7803 -0.9795
C -0.4128 -2.4979 -1.0011
C -1.2287 -2.7831 -2.2620
C -1.1879 -2.2437 0.2545
N -2.4503 -1.9307 0.2021
H -0.4298 -0.6989 3.1524
H -1.6100 -1.9774 3.1375
H -1.6806 -0.3749 2.1876
H 1.6228 -1.6956 2.1466
H 2.7116 -2.5207 0.1419
H 1.3099 -3.0816 -1.9342
H -1.4218 -3.8626 -2.3210
H -0.9098 -2.3430 -3.1992
H -2.2684 -2.5680 -1.9392
O 1.1516 6.9077 -1.3082
N 0.2534 6.6344 -0.5657
O -0.5922 5.7178 -0.7483
S 2.8224 2.7137 1.3963
C 1.7437 1.8647 0.3822
N 1.9435 2.0511 -0.9320
C 1.1191 1.7545 -1.9773
C -0.0604 1.1166 -1.5398
C -0.2733 0.7128 -0.1722
C 0.6040 1.1168 0.8400
H 2.7261 2.5997 -1.0851
H -2.7467 -1.4598 1.1002
H -0.7335 0.8557 -2.3803
H -1.2263 0.2433 0.1221
H 0.3355 1.1638 1.9799
*
```

Calculated values
LUMO (alpha / beta) = 4.8 / 2.5 eV
Kohn-Sham gap (alpha / beta) = 5.57 / 3.31 eV

***

12.
DFT (wB97M-V/def2-TZVPD) results for a molecular structure, C13H14IN3Os.

Structure (ORCA input):
```
! RIJCOSX wB97M-V def2-TZVPD def2/J DEFGRID3
* xyz 2 5
C 0.3834 0.5223 1.2025
C 0.0960 -1.5303 2.6739
H 1.2224 1.2093 1.4210
H -0.7465 1.6384 3.1904
H -0.3990 1.1460 0.7201
H 0.2204 -2.0102 1.6998
H 1.0029 -1.7007 3.2417
H -0.7451 -1.9860 3.1972
C 0.2046 2.6723 -1.8778
C 0.1212 3.5402 -2.9580
C -0.0794 3.0195 -4.2442
C -0.2675 1.6539 -4.4091
H 0.3578 2.9639 -0.8428
H 0.2212 4.6018 -2.7682
H -0.0909 3.6908 -5.0980
H -0.4685 1.1850 -5.3635
N 0.1304 1.3278 -2.0764
C -0.1811 0.8089 -3.2943
C -0.3131 -0.6000 -3.2532
N -0.0364 -1.1028 -2.0241
C -0.2106 -2.4263 -1.7588
C -0.7129 -2.8298 -4.0838
C -0.5589 -3.3064 -2.7723
H -0.0387 -2.7004 -0.7156
H -0.6882 -4.3491 -2.5275
C -0.6149 -1.4613 -4.3196
H -0.7456 -1.0184 -5.2872
H -0.9162 -3.5235 -4.8898
Os 1.2705 0.0868 -1.0993
I 3.4651 -0.0743 -0.3084
N -0.7379 0.6218 3.3704
C -0.1444 -0.0692 2.4641
*
```

Calculated values
LUMO (alpha / beta) = -8.9 / -9.6 eV
Kohn-Sham gap (alpha / beta) = 5.72 / 6.51 eV